1.
Here is a single C18H18N2OS molecule from the OMol25 dataset. Energies are from the ωB97M-V functional and the def2-TZVPD basis.

Lowest unoccupied orbital energy (eV): 0.60
Max |F| (eV/Å): 0.62
M (g/mol): 310.42
Relative energy (zero: lowest compared OMol25 entry of this formula, charge and spin) (kcal per mole): 27.26
Charge: 0
Structure (SMILES): O=C(NCc1cccs1)[C@H](Cc1ccccc1)n1cccc1
DFT total energy (eV): -34821.385
Gap between HOMO and LUMO (Eh): 0.337

Last column: natural (NBO) charge in e.
Geometry (Å):
O  1.4891  -1.3137  0.6783  -0.62
C  0.6478  -1.1361  -0.1739  0.68
N  -0.6132  -1.6011  -0.0958  -0.62
C  -1.1228  -2.2415  1.1014  -0.26
C  -1.8594  -1.2582  1.9512  -0.20
C  -1.3946  -0.5668  3.0258  -0.25
C  -2.3389  0.3484  3.5453  -0.26
C  -3.5032  0.3482  2.8506  -0.41
S  -3.4774  -0.7726  1.5469  0.41
C  0.9371  -0.3312  -1.4555  -0.11
C  0.4510  1.1149  -1.2418  -0.44
C  1.1344  1.7184  -0.0457  0.07
C  2.4497  2.1549  -0.1309  -0.23
C  3.0919  2.6705  0.9798  -0.20
C  2.4257  2.7539  2.1905  -0.22
C  1.1135  2.3251  2.2826  -0.19
C  0.4722  1.8112  1.1701  -0.24
N  0.3589  -0.9455  -2.6222  -0.34
C  -0.8968  -0.7663  -3.1228  -0.11
C  -1.0772  -1.6265  -4.1718  -0.29
C  0.1100  -2.3701  -4.3059  -0.30
C  0.9682  -1.9298  -3.3371  -0.05
H  -1.2676  -1.3994  -0.8377  0.41
H  -1.7698  -3.0736  0.8111  0.21
H  -0.2557  -2.6171  1.6511  0.25
H  -0.4066  -0.7050  3.4261  0.24
H  -2.1553  0.9774  4.3978  0.23
H  -4.3842  0.9353  3.0178  0.24
H  2.0268  -0.3217  -1.5747  0.23
H  -0.6282  1.1223  -1.0794  0.21
H  0.6724  1.6919  -2.1432  0.23
H  2.9736  2.0911  -1.0742  0.20
H  4.1160  3.0048  0.9016  0.21
H  2.9290  3.1516  3.0594  0.21
H  0.5864  2.3872  3.2233  0.21
H  -0.5526  1.4768  1.2509  0.22
H  -1.5660  -0.0214  -2.7390  0.21
H  -1.9585  -1.7113  -4.7765  0.22
H  0.3080  -3.1327  -5.0325  0.22
H  1.9663  -2.2424  -3.1012  0.21

2.
Here is a single C18H18N4 molecule at a distorted geometry from the OMol25 dataset. Energies are from the ωB97M-V functional and the def2-TZVPD basis.

Lowest unoccupied orbital energy (eV): 0.36
Max |F| (eV/Å): 5.43
M (g/mol): 290.37
Relative energy (zero: lowest compared OMol25 entry of this formula, charge and spin) (kcal per mole): 91.09
Charge: 0
Structure (SMILES): Cc1nc(N2CC=CCC2)c2[nH]c(-c3ccccc3)cc2n1
DFT total energy (eV): -24915.783
Gap between HOMO and LUMO (Eh): 0.320

Last column: natural (NBO) charge in e.
Geometry (Å):
C  3.1026  -0.0178  5.2108  -0.64
C  2.2137  0.2095  3.9708  0.41
N  1.8315  1.4074  3.5251  -0.49
C  1.1764  1.4718  2.3305  0.45
N  0.9619  2.6620  1.8253  -0.51
C  2.0199  3.2073  1.0468  -0.24
C  1.5378  3.4459  -0.3894  -0.21
C  0.2523  3.4899  -0.7452  -0.20
C  -0.8182  3.3016  0.1285  -0.47
C  -0.4050  3.1815  1.6928  -0.22
C  0.9310  0.3849  1.6829  -0.01
N  0.3435  0.2013  0.4120  -0.58
C  0.2756  -1.1654  0.1878  0.27
C  -0.1940  -1.5844  -1.1411  -0.10
C  -0.8874  -0.6806  -1.9275  -0.19
C  -1.5226  -1.0656  -3.1647  -0.21
C  -1.3489  -2.3958  -3.5378  -0.21
C  -0.6420  -3.2966  -2.7653  -0.21
C  -0.1435  -2.9404  -1.5541  -0.17
C  0.6696  -1.8425  1.2814  -0.34
C  1.2051  -0.8147  2.2320  0.22
N  1.9261  -0.9306  3.3266  -0.47
H  2.9957  -0.9948  5.6229  0.23
H  2.6871  0.7355  5.9024  0.22
H  4.1027  0.1261  4.9165  0.22
H  2.4598  4.0591  1.6128  0.21
H  2.7934  2.4629  0.9677  0.22
H  2.2128  3.7981  -1.1331  0.21
H  0.0242  3.7675  -1.7531  0.21
H  -1.5345  4.1975  -0.0911  0.22
H  -1.2856  2.4542  -0.3123  0.21
H  -0.1680  4.1787  2.1405  0.21
H  -1.2328  2.7581  2.3306  0.24
H  0.2577  0.9507  -0.3091  0.43
H  -1.0324  0.4096  -1.6016  0.20
H  -2.0070  -0.2203  -3.7925  0.23
H  -1.7830  -2.7633  -4.4719  0.22
H  -0.7570  -4.4075  -2.9644  0.22
H  0.2434  -3.6471  -0.8942  0.21
H  0.7050  -2.9264  1.3690  0.23

3.
Here is a molecular structure, C18H18N4O9SSeTi from the OMol25 dataset. Energies are from the ωB97M-V functional and the def2-TZVPD basis.

Lowest unoccupied orbital energy (alpha / beta) (eV): 4.11 / 4.11
Max |F| (eV/Å): 0.89
M (g/mol): 593.26
Relative energy (zero: lowest compared OMol25 entry of this formula, charge and spin) (kcal per mole): 18.06
Charge: -2
DFT total energy (eV): -142648.514
Gap between HOMO and LUMO (alpha / beta) (Eh): 0.237 / 0.237

Last column: natural (NBO) charge in e.
Geometry (Å):
Ti  0.0232  0.2409  0.4138  1.55
O  0.8248  2.9929  -0.4252  -0.75
C  -0.2898  2.1709  -0.1736  0.24
O  -0.6435  1.9932  1.0774  -0.72
C  -1.2673  2.3232  -1.3192  -0.12
O  -1.0438  1.3621  -2.3541  -0.53
C  0.2051  1.4535  -3.0008  -0.18
C  1.3296  0.5892  -2.4110  0.77
O  2.2438  0.2886  -3.1708  -0.68
O  1.2551  0.2490  -1.1728  -0.79
H  1.4866  2.8026  0.2618  0.50
H  -1.1728  3.3340  -1.7393  0.17
H  -2.2777  2.1499  -0.9636  0.22
H  0.5741  2.4846  -3.0181  0.20
H  0.0641  1.1222  -4.0305  0.19
N  -0.4889  -2.0054  -1.1084  -0.62
N  0.2908  -3.1044  -1.4540  -0.45
C  1.4712  -3.3206  -0.8185  0.26
N  2.1662  -4.3778  -1.3670  -0.82
S  2.0505  -2.4498  0.4505  -0.12
H  -1.4442  -2.2863  -0.9358  0.38
H  -0.4688  -1.2843  -1.8211  0.39
H  0.2136  -3.4571  -2.3966  0.36
H  1.6055  -5.1478  -1.7009  0.37
H  2.9485  -4.6546  -0.7968  0.40
O  -3.9181  -4.1721  4.4352  -0.76
C  -2.7334  -3.9033  4.7146  0.73
O  -1.9912  -4.3660  5.6043  -0.76
C  -2.0722  -2.8367  3.8036  -0.06
C  -0.7665  -2.4209  4.0210  -0.23
C  -0.1875  -1.4864  3.1789  0.05
N  -0.8388  -0.9592  2.1387  -0.50
C  -2.1033  -1.3501  1.9327  0.07
C  -2.7514  -2.2726  2.7310  -0.20
C  -2.7282  -0.7806  0.6875  0.76
O  -3.8982  -0.9738  0.4089  -0.64
O  -1.8880  -0.1302  -0.0620  -0.80
H  -0.2170  -2.8506  4.8471  0.24
H  0.8263  -1.1353  3.3235  0.22
H  -3.7712  -2.5603  2.5203  0.26
Se  1.9502  1.2538  2.1935  -0.30
C  3.4028  0.2721  2.9570  -0.16
C  3.7065  0.4677  4.3073  -0.25
C  4.7511  -0.2182  4.9101  -0.22
C  5.5167  -1.1214  4.1786  -0.28
C  5.2263  -1.3159  2.8354  -0.15
C  4.1864  -0.6218  2.2272  -0.27
H  3.1015  1.1581  4.8817  0.21
H  4.9619  -0.0541  5.9613  0.19
H  6.3247  -1.6666  4.6520  0.19
H  5.8119  -2.0137  2.2468  0.19
H  3.9890  -0.7619  1.1709  0.23

4.
Here is a molecular structure, C18H18N5O2V at a distorted geometry from the OMol25 dataset. Energies are from the ωB97M-V functional and the def2-TZVPD basis.

Expectation value of S²: 3.77
Lowest unoccupied orbital energy (alpha / beta) (eV): -3.00 / -3.09
2S+1: 4
Max |F| (eV/Å): 4.00
M (g/mol): 387.32
Relative energy (zero: lowest compared OMol25 entry of this formula, charge and spin) (kcal per mole): 0.00
Charge: +1
DFT total energy (eV): -56185.165
Gap between HOMO and LUMO (alpha / beta) (Eh): 0.277 / 0.270

Last column: natural (NBO) charge in e.
Geometry (Å):
V  11.0961  5.1200  6.1918  1.10
C  12.3112  5.2185  8.9009  -0.27
N  11.0309  4.8298  8.2885  -0.64
C  9.8825  5.6282  8.8238  -0.26
C  8.8004  5.8352  7.7461  0.42
N  8.9716  5.7199  6.4251  -0.55
C  7.7276  6.1113  5.8754  0.09
C  7.3146  6.2517  4.5546  -0.19
C  6.0006  6.6831  4.3089  -0.21
C  5.0804  6.8054  5.3974  -0.18
C  5.4328  6.6562  6.7444  -0.24
C  6.7895  6.3223  6.9324  0.11
N  7.5303  6.1754  8.1182  -0.52
C  13.3988  5.3428  7.8635  0.40
N  13.1762  5.7537  6.5999  -0.54
C  14.4794  5.8978  6.0536  0.09
C  14.8292  6.4308  4.8059  -0.18
C  16.1720  6.8459  4.6526  -0.20
C  17.0940  6.6498  5.6667  -0.20
C  16.7404  6.1727  6.9449  -0.22
C  15.4119  5.7737  7.1134  0.10
N  14.6674  5.3830  8.2212  -0.51
H  12.6400  4.5592  9.7313  0.22
H  12.1543  6.2111  9.3058  0.24
H  10.8707  3.8572  8.4694  0.39
H  10.2787  6.5767  9.0955  0.25
H  9.4165  5.1280  9.6498  0.22
H  8.0848  6.1051  3.7582  0.23
H  5.6765  6.8834  3.2703  0.24
H  4.0335  6.9436  5.1961  0.23
H  4.6562  6.5746  7.5354  0.24
H  7.2676  6.4005  9.0330  0.43
H  14.0202  6.4505  4.0809  0.24
H  16.4897  7.2869  3.6957  0.24
H  18.1371  6.9921  5.5228  0.24
H  17.4303  6.0519  7.7971  0.23
H  15.0285  5.0864  9.1464  0.44
C  11.3297  9.1815  7.5669  -0.29
O  10.9529  7.7882  7.3511  -0.61
C  11.0735  7.2363  6.1358  0.49
O  11.0569  7.8844  5.0503  -0.67
H  10.6911  9.5909  8.3374  0.19
H  11.2664  9.7946  6.6282  0.23
H  12.3687  9.2486  7.8869  0.18

5.
Here is a molecular structure, C18H18N5O3PtS at a distorted geometry from the OMol25 dataset. Energies are from the ωB97M-V functional and the def2-TZVPD basis.

Expectation value of S²: 2.01
Lowest unoccupied orbital energy (alpha / beta) (eV): -3.17 / -4.14
2S+1: 3
Max |F| (eV/Å): 1.35
M (g/mol): 579.52
Relative energy (zero: lowest compared OMol25 entry of this formula, charge and spin) (kcal per mole): 8.18
Charge: +1
DFT total energy (eV): -46627.751
Gap between HOMO and LUMO (alpha / beta) (Eh): 0.287 / 0.262

Last column: natural (NBO) charge in e.
Geometry (Å):
Pt  -0.0004  -0.1215  -0.3664  1.20
N  3.8782  1.5928  -0.1081  -0.50
C  4.4068  0.3244  -0.1357  0.16
C  5.6979  -0.1667  0.0011  -0.24
C  5.8539  -1.5379  -0.0492  -0.18
C  4.7672  -2.3957  -0.2535  -0.20
C  3.4854  -1.9137  -0.4050  -0.21
C  3.3036  -0.5375  -0.3220  0.08
N  2.1584  0.2138  -0.3739  -0.54
C  2.5358  1.4809  -0.2478  0.40
C  1.5715  2.5499  -0.1937  0.03
C  1.7425  3.9023  -0.0463  -0.39
S  0.2248  4.6835  0.1137  0.53
C  -0.5532  3.1586  -0.0415  -0.08
N  0.2587  2.1713  -0.2085  -0.48
H  4.3959  2.4479  0.0113  0.44
H  6.5369  0.4946  0.1452  0.23
H  6.8418  -1.9578  0.0614  0.23
H  4.9501  -3.4581  -0.2973  0.23
H  2.6412  -2.5584  -0.5856  0.23
H  2.6544  4.4646  -0.0195  0.25
H  -1.6162  3.0315  0.0433  0.27
C  -5.4223  1.0216  1.0603  -0.40
N  -4.4133  0.2963  0.3216  -0.40
C  -4.7145  -0.6219  -0.6174  0.12
C  -3.7725  -1.2137  -1.3964  -0.40
C  -2.4182  -0.8191  -1.1803  0.61
O  -1.3994  -1.1789  -1.8295  -0.63
N  -2.1542  0.0412  -0.1785  -0.69
C  -3.0829  0.6651  0.5744  0.77
O  -2.8169  1.5212  1.3945  -0.66
H  -6.4116  0.6874  0.7654  0.21
H  -5.3121  2.0878  0.8570  0.22
H  -5.2815  0.8732  2.1309  0.23
H  -5.7645  -0.8592  -0.7210  0.22
H  -4.0293  -1.9430  -2.1444  0.25
C  0.4616  -4.3379  1.1724  -0.73
C  0.3801  -2.8569  1.3530  0.65
C  1.2527  -2.2092  2.3826  -0.74
O  -0.3537  -2.1977  0.6324  -0.61
H  1.2288  -4.7842  1.7926  0.23
H  0.6492  -4.5455  0.1203  0.26
H  -0.5006  -4.7941  1.3995  0.27
H  1.6908  -2.9285  3.0655  0.24
H  0.6853  -1.4587  2.9333  0.26
H  2.0534  -1.6895  1.8528  0.25

6.
Here is a molecular structure, C18H19BrN3O3Pd at a distorted geometry from the OMol25 dataset. Energies are from the ωB97M-V functional and the def2-TZVPD basis.

Expectation value of S²: 6.12
Lowest unoccupied orbital energy (alpha / beta) (eV): -9.39 / -12.02
2S+1: 5
Max |F| (eV/Å): 2.94
M (g/mol): 511.69
Relative energy (zero: lowest compared OMol25 entry of this formula, charge and spin) (kcal per mole): 0.00
Charge: +3
DFT total energy (eV): -103077.964
Gap between HOMO and LUMO (alpha / beta) (Eh): 0.287 / 0.214

Last column: natural (NBO) charge in e.
Geometry (Å):
Pd  1.4520  0.2966  -0.1873  1.17
O  -0.5492  -4.5238  1.9044  -0.56
C  0.0334  -4.7334  0.7468  0.47
C  -0.0696  -5.9509  0.0416  -0.23
C  0.6763  -6.1364  -1.0862  -0.14
C  1.5421  -5.0908  -1.5165  0.03
C  1.7293  -3.9336  -0.7241  -0.15
C  0.8771  -3.6751  0.3083  -0.07
C  0.9862  -2.3003  0.9964  0.22
O  1.9651  -1.5595  0.4194  -0.68
N  -0.3471  -1.6196  0.8787  -0.33
N  -0.4526  -0.3858  0.5034  -0.23
C  -1.5426  0.2507  0.6710  -0.02
C  -1.6388  1.6572  0.4367  -0.06
Br  -0.0982  2.5850  -0.1545  0.20
C  -2.8577  2.3125  0.5787  -0.11
C  -3.3972  3.5995  0.3831  0.03
C  -2.6285  4.7488  0.1046  -0.13
C  -3.2261  5.9530  -0.0894  -0.20
C  -4.6194  6.0187  -0.1463  0.00
C  -5.4030  4.8882  0.0485  -0.21
C  -4.8009  3.6794  0.3140  -0.11
H  -0.9672  -5.3261  2.2720  0.54
H  -0.7068  -6.7255  0.4295  0.27
H  0.6117  -7.0448  -1.6865  0.28
H  2.1689  -5.1354  -2.4085  0.26
H  2.5232  -3.2465  -0.9893  0.27
H  1.1515  -2.3681  2.1121  0.23
H  -1.1414  -2.0422  1.3255  0.40
H  -2.4419  -0.2226  1.0005  0.22
H  -3.6536  1.5929  0.7585  0.24
H  -1.5558  4.6774  0.0464  0.23
H  -2.6537  6.8535  -0.2616  0.26
H  -5.0936  6.9943  -0.3875  0.26
H  -6.4922  4.9176  0.0228  0.27
H  -5.4738  2.8368  0.4935  0.25
C  5.4827  1.3888  -1.7128  -0.72
C  4.5499  0.8852  -0.6543  0.71
N  5.0233  0.3304  0.4161  -0.74
O  3.3320  1.0515  -0.8481  -0.74
H  6.5287  1.5474  -1.3889  0.26
H  5.0737  2.2424  -2.2864  0.27
H  5.6414  0.5065  -2.4046  0.27
H  6.0240  0.2983  0.5911  0.43
H  4.4383  -0.0923  1.1295  0.42